[1]
Density functional theory data (the ωB97M-V functional and the def2-TZVPD basis) for C17H23N3O2S in the gas phase.

Each line ends with the Löwdin charge.
Element x y z (Å)
C1 0.307 -4.788 -2.710  -0.109
C2 1.041 -3.685 -3.463  -0.261
C3 1.187 -2.400 -2.649  -0.187
C4 -0.157 -1.722 -2.389  -0.132
N1 0.020 -0.469 -1.677  -0.021
C5 -0.055 0.727 -2.326  -0.456
O1 -0.293 0.848 -3.502  0.112
C6 0.149 1.900 -1.382  -0.438
C7 -1.103 2.780 -1.349  -0.104
C8 -0.822 4.049 -0.546  -0.524
O2 -0.419 5.068 -1.064  0.069
N2 -1.033 3.915 0.777  0.034
C9 -0.782 4.976 1.727  -0.230
C10 -2.031 5.300 2.536  -0.085
S1 0.549 1.197 0.244  1.062
C11 0.274 -0.480 -0.328  -0.542
N3 0.250 -1.546 0.332  0.120
C12 0.519 -1.714 1.676  -0.289
C13 -0.219 -2.685 2.355  -0.027
C14 0.027 -2.934 3.690  -0.090
C15 1.021 -2.237 4.359  -0.099
C16 1.771 -1.290 3.683  -0.088
C17 1.525 -1.023 2.350  -0.059
H1 0.340 -5.715 -3.277  0.068
H2 -0.736 -4.529 -2.550  0.065
H3 0.772 -4.960 -1.742  0.075
H4 0.517 -3.465 -4.396  0.108
H5 2.041 -4.039 -3.722  0.105
H6 1.828 -1.703 -3.193  0.118
H7 1.658 -2.626 -1.691  0.108
H8 -0.651 -1.478 -3.333  0.132
H9 -0.795 -2.360 -1.777  0.119
H10 1.001 2.500 -1.716  0.134
H11 -1.942 2.224 -0.926  0.128
H12 -1.338 3.064 -2.377  0.132
H13 -1.326 3.026 1.153  0.111
H14 0.034 4.679 2.396  0.118
H15 -0.463 5.842 1.144  0.116
H16 -1.823 6.109 3.230  0.071
H17 -2.355 4.431 3.105  0.069
H18 -2.839 5.607 1.876  0.075
H19 -0.988 -3.221 1.821  0.109
H20 -0.555 -3.680 4.211  0.102
H21 1.216 -2.439 5.402  0.099
H22 2.555 -0.753 4.197  0.103
H23 2.125 -0.297 1.821  0.079

As for the net charge: 0. The frontier orbital gap is 0.333 Ha. The calculation puts the HOMO energy at -8.50 eV. The value obtained for the relative energy (zero: lowest compared OMol25 entry of this formula, charge and spin) is 75.4 kJ/mol. The SMILES is CCCCN1C(=O)[C@@H](CC(=O)NCC)S/C1=N\c1ccccc1.

[2]
Density functional theory data (the ωB97M-V functional and the def2-TZVPD basis) for C17H23N3O6 in the gas phase at a distorted geometry.

Each line ends with the Löwdin charge.
Element x y z (Å)
C1 3.004 -7.061 3.754  -0.114
O1 3.211 -5.753 4.226  -0.184
C2 2.917 -4.737 3.304  -0.218
C3 1.410 -4.546 3.047  -0.152
N1 1.168 -3.385 2.228  0.065
C4 0.557 -2.272 2.702  -0.452
O2 0.080 -2.206 3.818  0.069
C5 0.467 -1.137 1.739  -0.125
C6 -0.528 -0.174 1.956  0.007
C7 -0.697 0.886 1.105  0.012
C8 0.126 1.067 -0.028  -0.139
N2 -0.123 2.041 -0.938  -0.078
C9 0.022 1.856 -2.363  -0.131
C10 -1.355 1.862 -3.038  -0.039
C11 -2.157 3.120 -2.700  -0.524
C12 -2.242 3.271 -1.168  -0.050
C13 -0.822 3.258 -0.605  -0.128
O3 -3.441 3.021 -3.280  -0.039
C14 -3.865 4.324 -3.618  -0.143
C15 -2.570 5.164 -3.628  -0.139
O4 -1.550 4.250 -3.290  -0.043
C16 1.207 0.161 -0.159  -0.082
N3 2.304 0.396 -1.044  -0.364
O5 2.538 1.541 -1.389  0.081
O6 2.988 -0.561 -1.363  0.069
C17 1.343 -0.936 0.691  0.053
H1 3.433 -7.725 4.503  0.089
H2 3.511 -7.221 2.795  0.090
H3 1.940 -7.295 3.639  0.083
H4 3.319 -3.821 3.746  0.131
H5 3.432 -4.927 2.348  0.122
H6 0.897 -4.382 3.998  0.128
H7 0.992 -5.430 2.556  0.120
H8 1.543 -3.391 1.293  0.131
H9 -1.178 -0.306 2.807  0.123
H10 -1.508 1.574 1.282  0.108
H11 0.492 0.899 -2.583  0.125
H12 0.644 2.657 -2.774  0.135
H13 -1.229 1.811 -4.119  0.134
H14 -1.941 1.002 -2.713  0.135
H15 -2.738 4.209 -0.915  0.128
H16 -2.833 2.444 -0.775  0.130
H17 -0.821 3.406 0.474  0.124
H18 -0.266 4.083 -1.067  0.138
H19 -4.582 4.699 -2.877  0.121
H20 -4.348 4.277 -4.595  0.123
H21 -2.339 5.575 -4.613  0.124
H22 -2.614 5.981 -2.898  0.121
H23 2.201 -1.572 0.529  0.121

As for the net charge: 0. The frontier orbital gap is 0.292 Ha. The calculation puts the HOMO energy at -8.30 eV. The value obtained for the relative energy (zero: lowest compared OMol25 entry of this formula, charge and spin) is 313.0 kJ/mol. The SMILES is COCCNC(=O)c1ccc(N2CCC3(CC2)OCCO3)c([N+](=O)[O-])c1.